Molecular formula: C55H128N8O10
Method: DFT, wB97M-V/def2-TZVPD

Cartesian coordinates (Å):
H 1.12082 -2.09291 3.55386
H 1.77160 7.73372 -3.09769
H -4.77877 -2.07838 3.16180
H -1.95296 2.52857 -4.38293
H -4.05605 -0.50892 1.79516
N 1.14470 -3.67335 4.92205
H -2.81267 -5.80619 -8.74699
H 3.33089 -0.05628 3.23643
H 1.16944 2.17337 2.11185
H -4.88164 0.27440 0.42870
C -1.72408 -4.46025 -5.68121
H 0.52263 6.43669 -2.70710
H -5.06053 -0.18681 -3.19844
C -0.99747 -1.49908 0.17702
H -1.69416 5.69557 -1.11926
H -4.88053 -3.24083 -3.26361
H 3.59499 4.76505 -1.85402
H -5.72287 -4.40332 2.87437
H 0.15883 1.48639 8.32589
C 3.66387 6.32274 -3.98159
C 2.17090 4.47478 -4.01408
C -1.06145 -5.03136 -4.40864
H -2.07954 1.99573 -2.70787
C -1.35573 4.98927 3.39761
H 3.13297 -4.18944 5.55938
H -3.68768 -4.72811 -7.67485
H -1.04041 4.10895 0.47689
H 6.69757 -2.34643 -1.28713
H 0.76536 -5.20476 6.33831
H -5.97219 0.37965 3.38131
H 2.10128 4.36914 5.73293
H -4.92178 1.30359 -2.49628
C 5.79718 -1.81563 -1.59644
H 2.00379 -2.99941 -2.15902
H 5.67915 -0.68378 3.53657
H 2.19321 0.83579 -0.48572
H 4.48363 1.33423 -1.83058
C -4.43865 -1.07006 -6.16184
C 2.00908 3.32133 6.01876
H -1.35834 6.04968 3.64984
C -4.80578 -0.64129 1.01510
C 4.07416 1.87144 3.99758
O -2.41174 0.27750 -0.77236
H -7.65829 0.09261 2.65355
H 3.00146 -2.75773 4.55911
H -1.17414 -3.60070 -6.06441
C 2.68529 -2.51156 6.78730
C -1.76001 -5.45960 -6.90345
H -2.13808 -6.42305 -6.56151
N -6.06192 -1.07621 1.73652
N 2.75938 2.69559 3.61527
H -7.49074 -0.54870 0.14624
H 1.42837 -5.74377 -2.81939
H 3.82033 7.36258 -3.69462
C -4.67240 -3.66377 -2.28080
H 7.27110 -2.69219 -3.69815
C 0.22902 -4.34601 5.93459
H 4.94561 -1.38541 4.94716
O -3.64261 -1.25431 -5.02444
N -0.89714 -4.05282 -3.20647
H 1.89220 3.97270 0.84959
C 1.31671 6.78121 -3.36953
H -2.09343 -0.44444 -3.92476
C -2.62711 5.22649 1.40621
H -2.35036 2.54636 1.41003
H 3.46996 6.32172 -5.05420
H -3.93594 -1.61991 -6.95747
H -0.85915 -5.79808 -2.00599
H -4.67041 -1.53300 0.40303
C -2.65426 2.22863 -3.60428
C -2.21894 -3.33662 -2.80644
H -1.89312 -2.07603 0.35406
H 3.79410 4.52901 4.03720
H 1.87940 -1.14284 7.84837
N -4.41608 0.54033 -2.92268
H 4.62792 3.72470 1.88445
C 1.44229 -1.02135 0.21761
H 4.57689 2.30088 4.86415
H 1.06888 6.77636 -4.43098
H -3.71195 3.05434 0.53491
C 2.71118 3.33152 1.17556
H -5.42890 -4.43989 -2.16480
C -2.86063 -0.12491 -4.63002
C 1.43123 -4.70533 3.84960
C 0.26670 -1.91126 0.47718
C -6.58064 0.15946 2.50415
H 4.98389 -2.20296 -0.98275
N 2.48107 5.74911 -3.20708
H -3.09302 -4.53661 -1.21434
H 0.02950 -3.71370 6.79975
H 0.74461 2.93830 4.19082
H -0.05694 3.33162 6.61086
H 2.37125 -3.84744 -3.62747
C 3.06573 4.15234 3.31910
O 0.21828 -3.16839 0.94345
H -6.54749 0.95942 1.76450
O 2.69101 -1.29375 0.53930
N -2.71924 2.86848 0.52670
H -1.31566 4.48102 4.36103
H 0.47305 -5.01367 3.43137
H 2.13143 4.71326 3.34258
C -0.32746 -4.84655 -2.00565
H 6.50022 0.33129 -1.87721
H 0.98133 2.61734 -4.01083
C 1.04961 1.78078 7.77096
C 1.60984 2.54818 4.72680
H 2.08469 5.39076 -1.07746
H -4.75226 -2.89881 -1.50842
H -5.46407 -1.43627 -6.11188
H 5.80483 0.19699 4.94405
C 1.29477 0.25884 -0.32341
H -0.74451 -5.63808 -7.25700
H 3.23977 0.00015 4.97214
H 6.99295 -0.88214 -3.65535
C 1.58703 -3.69694 -2.88556
H 0.50184 -3.20924 -4.59822
H -4.22263 1.52633 -4.79771
C 3.64040 4.18453 1.92253
H -0.54838 4.67914 2.73420
H 3.55815 6.44397 -1.38912
H -2.14579 6.20131 1.32779
H 5.57499 -0.66930 0.82127
C -7.13773 -1.44898 0.64921
H -3.24001 4.93083 -1.55346
H -2.51635 -2.86518 -3.74312
H -1.66678 -5.85095 -4.02140
O -2.56295 4.71529 2.74916
H -2.43804 2.26408 -0.23206
C 5.76852 -0.25710 -1.32357
C -2.69326 -4.98584 -8.03927
H 3.58933 -1.90860 6.70230
H 4.25363 0.10757 -2.83574
H 1.56310 -5.11036 -1.14558
C 1.14807 -4.93972 -2.13893
H 3.20547 2.78854 0.36998
H 4.77942 1.93144 3.16866
C -2.25440 4.76056 -1.12025
H -0.62470 -4.69190 5.35182
H -3.67276 5.43006 1.17538
H 1.03540 2.71534 -1.58676
H 1.80215 4.84632 -4.97016
H -0.68390 -4.28565 -1.14168
N 4.41218 0.32727 -1.86276
H 0.20608 -2.09782 -3.15317
C -0.03189 0.78984 -0.61693
H -6.50685 -2.13424 3.52495
O 5.39641 -2.14098 -2.90422
H 3.09349 3.91554 -4.16962
C -5.87751 -3.66732 2.08539
C 6.10993 -0.02768 0.12109
H -3.43640 -5.20257 -2.84923
H -6.89559 -3.90633 1.77801
H 3.02402 3.09377 6.34465
H 3.62634 -0.01232 -1.32682
H -3.78648 0.19896 -2.21052
C 2.24635 2.32840 2.17759
C -5.76412 -2.27640 2.73994
H 1.08658 3.95511 7.76637
H -2.76177 -4.19712 -5.47606
C -1.33011 -0.17442 -0.36216
H -0.49513 -2.70332 3.70880
O 1.66532 -1.58654 7.02442
C 3.83448 0.33275 4.12138
H 0.00585 -1.62530 4.92169
H 7.19233 -0.01220 0.24871
H -1.73513 4.14066 -1.85112
C 0.91580 3.13958 7.06363
H 1.91158 1.73185 8.43633
H 2.85562 -3.16986 7.63919
C 1.23564 3.45475 -3.36109
H -2.20954 0.15642 -5.45770
H 5.86527 0.97381 0.47503
C 2.55898 -3.27486 5.41052
O 1.75580 3.01947 -2.14365
H 4.54665 5.70569 -3.81416
C 0.38616 -2.42575 4.28706
C 2.93016 5.61933 -1.72633
O -4.93232 -3.76305 1.14897
H -4.44494 -0.01446 -6.43344
H 3.70556 5.16646 1.45385
H -0.11606 -5.47920 -4.71490
C -3.24742 -4.30056 -2.26720
H 1.54676 1.48376 4.95289
C 6.55113 -1.87491 -3.74079
H 2.69485 1.36797 1.92359
H -7.95708 -1.95738 1.15743
C -3.53517 1.07664 -4.08127
H -2.07587 -2.46309 -2.17038
H 1.97358 -5.55768 4.25881
H -3.21750 3.10414 -3.28124
H -2.25538 -4.16773 -8.61117
H 1.35867 0.99298 7.08398
H 2.05259 -4.36680 3.02049
H -5.08131 -4.52314 0.58182
C 0.36149 -3.11179 -3.52170
O -0.20750 1.94883 -1.02038
C -2.11040 4.25705 0.33096
H 6.18608 -1.88159 -4.76782
H -6.67241 -2.07892 -0.10891
C 5.09187 -0.44138 4.42227
H 0.26048 3.90462 -3.17459

Properties
Expectation value of S²: 0.8398
LUMO (alpha / beta) (Eh): -0.5971 / -0.6572
Multiplicity: 2
DFT total energy (eV): -91421.27722
Charge: +7